ORCA calculation (the ωB97M-V functional and the def2-TZVPD basis) on a molecular structure, C14H38N3O11PS3V at a distorted geometry.

Computed properties:
Spin multiplicity: 2
E (eV): -109608.962
Charge: 0
HOMO (alpha / beta) (eV): -8.042 / -8.220
Gap between HOMO and LUMO (alpha / beta) (eV): 8.18 / 8.35
LUMO level (alpha / beta) (Ha): 0.005 / 0.005
Energy above the lowest of the compared OMol25 structures with the same formula, charge and spin (kJ/mol): 230.1

Cartesian coordinates (Å):
V: -19.04 16.61 -13.94
S: -18.73 13.69 -12.14
S: -19.36 18.88 -16.78
S: -20.50 14.26 -16.47
P: -24.86 18.76 -13.82
O: -24.55 18.47 -12.40
O: -19.53 14.84 -12.74
O: -18.02 18.59 -13.22
O: -19.24 17.75 -15.73
O: -20.28 15.29 -15.35
O: -17.36 15.28 -14.59
O: -15.80 13.84 -14.96
O: -16.75 18.65 -11.29
O: -20.47 17.16 -13.56
O: -17.94 16.94 -11.99
O: -15.30 15.94 -14.97
N: -26.35 19.51 -14.23
N: -23.71 19.74 -14.68
N: -24.90 17.29 -14.72
C: -24.03 20.67 -15.82
C: -19.05 13.08 -16.50
C: -21.69 13.07 -15.72
C: -17.53 18.09 -12.19
C: -26.56 20.94 -13.98
C: -25.09 16.00 -14.05
C: -19.77 17.94 -18.34
C: -27.56 18.81 -14.51
C: -16.13 15.05 -14.77
C: -17.54 19.14 -17.24
C: -24.76 17.36 -16.16
C: -19.92 12.28 -11.83
C: -22.29 19.70 -14.27
C: -18.59 14.01 -10.36
H: -26.88 21.51 -14.85
H: -16.59 17.94 -10.67
H: -27.32 21.03 -13.21
H: -23.54 21.63 -15.64
H: -18.12 13.28 -9.69
H: -22.45 13.70 -15.26
H: -21.83 20.66 -14.51
H: -28.41 19.47 -14.70
H: -23.63 20.22 -16.73
H: -27.43 18.24 -15.44
H: -24.22 15.38 -14.28
H: -18.09 13.52 -16.80
H: -18.03 14.94 -10.25
H: -25.42 16.62 -16.61
H: -20.38 12.02 -12.78
H: -17.11 19.79 -16.48
H: -19.30 12.27 -17.19
H: -22.28 12.47 -16.42
H: -14.98 14.19 -15.30
H: -23.71 17.16 -16.38
H: -21.83 18.88 -14.83
H: -20.81 17.65 -18.45
H: -17.49 19.47 -18.28
H: -18.88 12.63 -15.53
H: -21.26 12.45 -14.93
H: -25.07 18.37 -16.42
H: -22.16 19.54 -13.20
H: -25.10 20.85 -15.90
H: -19.54 11.39 -11.33
H: -25.60 21.39 -13.73
H: -19.57 18.59 -19.20
H: -25.14 16.02 -12.96
H: -17.06 18.16 -17.30
H: -19.54 14.30 -9.91
H: -25.98 15.45 -14.36
H: -20.70 12.54 -11.12
H: -27.93 18.15 -13.72
H: -19.07 17.11 -18.49